Record 1
{
  "formula": "C42H33N3O3S3V",
  "method": "ωB97M-V/def2-TZVPD",
  "total_charge": 1,
  "de_lowest_kj_mol": 0.0,
  "spin_multiplicity": 3,
  "symbols": ["V", "N", "C", "S", "N", "N", "C", "C", "C", "C", "C", "C", "C", "O", "H", "H", "H", "H", "H", "H", "H", "C", "C", "C", "C", "C", "C", "C", "S", "O", "C", "C", "C", "C", "C", "C", "C", "C", "C", "C", "C", "C", "C", "C", "C", "C", "C", "C", "C", "C", "S", "O", "C", "C", "C", "C", "C", "C", "C", "H", "H", "H", "H", "H", "H", "H", "H", "H", "H", "H", "H", "H", "H", "H", "H", "H", "H", "H", "H", "H", "H", "H", "H", "H", "H"],
  "xyz": [[-1.519, 1.267, -2.437], [2.088, 3.375, -3.200], [0.777, 3.038, -3.035], [0.206, 1.660, -3.976], [0.081, 3.738, -2.190], [-1.240, 3.256, -2.154], [-2.148, 4.101, -1.844], [-3.570, 3.805, -1.940], [-4.476, 4.788, -1.532], [-5.835, 4.617, -1.720], [-6.296, 3.461, -2.344], [-5.418, 2.474, -2.762], [-4.055, 2.636, -2.548], [-3.228, 1.633, -2.950], [2.549, 3.034, -4.025], [2.351, 4.294, -2.881], [-1.829, 5.100, -1.551], [-4.099, 5.695, -1.077], [-6.532, 5.380, -1.405], [-7.356, 3.328, -2.511], [-5.766, 1.575, -3.250], [-2.535, 0.822, 6.066], [-2.038, 1.104, 4.678], [-1.174, 2.166, 4.430], [-0.693, 2.416, 3.154], [-1.078, 1.571, 2.124], [-1.956, 0.514, 2.334], [-2.431, 0.293, 3.615], [-0.431, 1.845, 0.507], [-1.447, 1.059, -0.373], [1.152, 1.010, 0.548], [2.206, 1.946, 0.417], [3.500, 1.513, 0.453], [3.793, 0.135, 0.577], [5.135, -0.330, 0.560], [5.406, -1.663, 0.628], [4.347, -2.599, 0.716], [3.051, -2.183, 0.741], [2.737, -0.797, 0.677], [1.391, -0.337, 0.675], [0.291, -1.334, 0.769], [-0.029, -1.928, 2.026], [0.668, -1.585, 3.216], [0.310, -2.140, 4.408], [-0.759, -3.064, 4.479], [-1.448, -3.405, 3.353], [-1.101, -2.842, 2.097], [-1.835, -3.157, 0.925], [-1.529, -2.587, -0.274], [-0.442, -1.689, -0.332], [-0.106, -0.836, -1.853], [-1.442, -0.874, -2.651], [1.109, -1.809, -2.650], [2.377, -1.273, -2.786], [3.366, -2.054, -3.367], [3.091, -3.338, -3.821], [4.171, -4.182, -4.433], [1.793, -3.843, -3.692], [0.797, -3.089, -3.105], [-2.552, 1.724, 6.676], [-1.888, 0.098, 6.567], [-3.540, 0.404, 6.046], [-0.883, 2.819, 5.243], [-0.034, 3.254, 2.969], [-2.275, -0.100, 1.505], [-3.120, -0.524, 3.792], [1.975, 2.993, 0.274], [4.314, 2.220, 0.361], [5.932, 0.398, 0.487], [6.430, -2.009, 0.614], [4.574, -3.656, 0.762], [2.253, -2.910, 0.804], [1.478, -0.868, 3.172], [0.846, -1.872, 5.309], [-1.028, -3.498, 5.432], [-2.271, -4.105, 3.402], [-2.667, -3.846, 1.002], [-2.113, -2.780, -1.163], [2.585, -0.264, -2.457], [4.365, -1.652, -3.478], [5.030, -3.579, -4.720], [3.809, -4.707, -5.316], [4.515, -4.937, -3.723], [1.567, -4.836, -4.059], [-0.208, -3.478, -3.009]],
  "forces_ev_per_a": [[-0.66, -0.27, -0.10], [-0.05, -0.02, 0.02], [0.33, 0.16, -0.02], [0.16, 0.16, 0.19], [-0.52, -0.39, -0.14], [0.44, 0.46, 0.02], [-0.28, -0.02, 0.03], [0.36, 0.21, 0.08], [-0.29, -0.05, -0.05], [0.15, 0.05, 0.04], [0.02, -0.15, -0.07], [-0.14, 0.26, 0.15], [0.54, -0.68, -0.31], [-0.30, 0.45, 0.51], [0.02, -0.01, -0.01], [0.01, 0.00, -0.02], [-0.08, 0.02, -0.09], [0.02, 0.02, 0.01], [0.01, 0.01, 0.01], [-0.02, 0.01, 0.01], [0.01, -0.02, -0.01], [-0.03, 0.02, 0.05], [-0.04, -0.07, 0.01], [0.05, 0.07, -0.02], [0.02, -0.10, 0.01], [-0.09, -0.41, 0.09], [-0.01, 0.19, 0.16], [0.02, 0.03, -0.04], [-0.68, 0.01, -0.26], [0.63, 0.31, -0.26], [0.06, 0.27, -0.11], [0.06, -0.15, 0.00], [-0.06, -0.02, 0.01], [0.18, 0.16, -0.06], [-0.09, 0.01, 0.01], [-0.07, 0.00, 0.00], [0.15, 0.00, 0.00], [-0.04, 0.03, 0.01], [-0.05, -0.14, -0.06], [-0.04, -0.07, -0.06], [-0.16, -0.06, 0.18], [0.16, 0.13, 0.02], [-0.04, 0.00, -0.11], [-0.05, -0.04, 0.04], [0.07, 0.07, 0.05], [0.01, 0.03, -0.09], [-0.10, -0.14, 0.06], [-0.07, 0.00, -0.04], [0.14, 0.03, 0.13], [-0.15, -0.09, -0.12], [-0.31, -0.06, -0.23], [0.89, 0.25, 0.58], [-0.30, -0.49, -0.11], [0.04, -0.02, -0.01], [0.00, 0.07, 0.02], [0.03, -0.07, -0.01], [0.05, 0.00, -0.02], [-0.05, 0.06, 0.02], [0.18, 0.03, 0.00], [0.01, 0.01, -0.01], [0.02, -0.01, -0.02], [-0.01, -0.01, 0.00], [0.00, 0.01, 0.01], [0.03, 0.02, -0.01], [-0.01, -0.05, -0.04], [0.00, 0.00, 0.00], [-0.03, 0.02, 0.00], [0.02, 0.01, -0.01], [0.03, 0.00, 0.00], [0.00, -0.03, 0.00], [0.00, -0.01, 0.00], [-0.03, 0.00, -0.01], [0.01, -0.01, -0.01], [0.00, -0.01, 0.01], [0.00, -0.01, 0.01], [-0.01, -0.02, -0.02], [0.00, -0.02, 0.00], [0.00, -0.01, -0.04], [0.00, 0.05, 0.03], [0.02, 0.01, -0.01], [0.00, 0.00, 0.00], [-0.02, 0.00, -0.01], [-0.02, -0.01, 0.01], [0.01, -0.02, -0.01], [-0.03, 0.01, 0.01]],
  "lowdin_spin": [1.92, 0.00, 0.00, -0.02, 0.01, -0.01, 0.03, 0.00, 0.00, 0.00, 0.01, 0.00, 0.01, 0.00, 0.00, 0.00, 0.00, 0.00, 0.00, 0.00, 0.00, 0.00, 0.00, 0.00, 0.00, 0.00, 0.00, 0.00, 0.00, 0.01, 0.00, 0.00, 0.00, 0.00, 0.00, 0.00, 0.00, 0.00, 0.00, 0.00, 0.00, 0.00, 0.00, 0.00, 0.00, 0.00, 0.00, 0.00, 0.00, 0.00, 0.00, 0.03, 0.00, 0.00, 0.00, 0.00, 0.00, 0.00, 0.00, 0.00, 0.00, 0.00, 0.00, 0.00, 0.00, 0.00, 0.00, 0.00, 0.00, 0.00, 0.00, 0.00, 0.00, 0.00, 0.00, 0.00, 0.00, 0.00, 0.00, 0.00, 0.00, 0.00, 0.00, 0.00, 0.00]
}

=====

Record 2
{
  "formula": "C42H33N3OPRh",
  "method": "ωB97M-V/def2-TZVPD",
  "total_charge": 2,
  "de_lowest_kj_mol": 27.2,
  "symbols": ["Rh", "N", "C", "C", "C", "C", "C", "C", "C", "C", "C", "C", "C", "C", "H", "H", "H", "H", "H", "H", "H", "H", "H", "H", "C", "C", "N", "C", "C", "C", "C", "C", "C", "C", "C", "C", "N", "C", "H", "H", "H", "H", "H", "H", "H", "H", "O", "P", "C", "C", "C", "C", "C", "C", "C", "C", "C", "C", "C", "C", "C", "C", "C", "C", "C", "C", "H", "H", "H", "H", "H", "H", "H", "H", "H", "H", "H", "H", "H", "H", "H"],
  "xyz": [[0.453, 0.935, 0.207], [2.510, 0.577, 0.002], [3.476, 0.848, 1.035], [4.739, 1.291, 0.668], [5.697, 1.523, 1.640], [5.375, 1.324, 2.977], [4.106, 0.900, 3.332], [3.129, 0.643, 2.368], [1.760, 0.279, 2.796], [1.591, -0.473, 3.963], [0.352, -0.637, 4.553], [-0.756, 0.002, 4.014], [-0.632, 0.710, 2.826], [0.607, 0.797, 2.187], [2.873, 0.937, -0.881], [2.383, -0.435, -0.118], [4.981, 1.432, -0.377], [6.687, 1.844, 1.355], [6.108, 1.514, 3.746], [3.851, 0.799, 4.377], [2.464, -0.924, 4.416], [0.261, -1.219, 5.459], [-1.716, -0.049, 4.511], [-1.495, 1.227, 2.432], [-3.940, 0.937, 0.381], [-2.620, 0.499, 0.235], [-1.609, 1.335, 0.071], [-1.867, 2.671, 0.104], [-3.154, 3.200, 0.227], [-4.213, 2.282, 0.359], [-3.321, 4.625, 0.270], [-2.248, 5.450, 0.282], [-0.913, 4.924, 0.243], [0.242, 5.716, 0.379], [1.477, 5.116, 0.379], [1.567, 3.729, 0.227], [0.495, 2.962, 0.066], [-0.734, 3.545, 0.107], [-4.725, 0.206, 0.508], [-2.388, -0.558, 0.246], [-5.224, 2.645, 0.471], [-4.324, 5.024, 0.321], [-2.376, 6.521, 0.344], [0.145, 6.784, 0.515], [2.382, 5.691, 0.494], [2.529, 3.236, 0.216], [0.530, -1.164, -0.184], [-0.221, -2.047, -1.181], [0.925, -3.130, -2.014], [0.750, -3.464, -3.356], [1.634, -4.342, -3.965], [2.685, -4.880, -3.239], [2.861, -4.549, -1.901], [1.981, -3.678, -1.284], [-1.457, -3.016, -0.331], [-1.651, -2.808, 1.034], [-2.603, -3.554, 1.711], [-3.352, -4.503, 1.032], [-3.151, -4.720, -0.326], [-2.199, -3.984, -1.008], [-0.988, -0.984, -2.415], [-2.328, -1.048, -2.773], [-2.861, -0.097, -3.634], [-2.059, 0.915, -4.139], [-0.714, 0.978, -3.793], [-0.181, 0.033, -2.934], [-0.064, -3.037, -3.927], [1.503, -4.603, -5.005], [3.373, -5.563, -3.717], [3.679, -4.976, -1.341], [2.105, -3.429, -0.237], [-1.047, -2.079, 1.561], [-2.752, -3.402, 2.771], [-4.086, -5.090, 1.565], [-3.727, -5.471, -0.845], [-2.021, -4.178, -2.059], [-2.964, -1.828, -2.374], [-3.906, -0.146, -3.908], [-2.477, 1.648, -4.815], [-0.084, 1.754, -4.207], [0.881, 0.058, -2.695]],
  "forces_ev_per_a": [[0.36, 0.46, -1.45], [-0.46, -0.27, -0.07], [0.20, 0.15, 0.23], [-0.06, -0.05, 0.14], [-0.04, -0.04, 0.12], [0.02, 0.01, -0.14], [-0.01, 0.00, -0.08], [0.08, 0.04, -0.23], [-0.19, 0.33, -0.09], [-0.01, 0.16, 0.01], [-0.10, 0.05, 0.01], [0.13, 0.09, 0.05], [0.29, 0.15, 0.19], [-0.56, -0.84, -0.13], [-0.14, -0.06, 0.07], [0.22, 0.05, -0.03], [0.02, -0.01, -0.09], [0.04, 0.06, 0.00], [0.05, 0.01, 0.03], [0.01, -0.01, 0.04], [0.01, -0.02, 0.02], [-0.01, -0.04, 0.00], [-0.02, -0.01, 0.01], [0.01, -0.15, 0.01], [0.04, 0.09, -0.12], [-0.04, -0.03, -0.35], [0.09, 0.12, 0.64], [0.11, -0.03, -0.07], [0.11, -0.05, -0.05], [0.09, -0.07, 0.01], [0.16, 0.06, 0.02], [-0.11, -0.13, 0.01], [0.03, -0.10, -0.09], [0.07, -0.11, 0.02], [-0.14, -0.05, -0.12], [-0.05, 0.03, -0.27], [0.08, -0.11, 1.08], [-0.07, -0.03, -0.02], [-0.04, -0.04, 0.01], [0.01, 0.03, 0.06], [-0.09, 0.02, 0.00], [-0.04, 0.03, 0.01], [-0.02, 0.04, 0.01], [0.01, 0.07, -0.03], [0.05, 0.03, 0.02], [0.01, -0.02, 0.13], [-0.08, 0.26, 0.47], [0.02, -0.13, -0.17], [-0.03, 0.05, 0.01], [0.01, 0.02, 0.01], [-0.02, 0.00, 0.01], [0.02, -0.01, -0.01], [-0.01, 0.00, 0.01], [-0.04, 0.00, 0.01], [0.02, 0.05, -0.03], [0.03, 0.01, -0.02], [-0.02, 0.00, 0.03], [0.00, -0.02, -0.01], [-0.01, 0.00, 0.03], [0.05, 0.00, 0.00], [0.00, 0.03, 0.16], [-0.05, -0.02, 0.05], [0.00, 0.02, -0.01], [-0.01, 0.00, 0.00], [0.01, 0.02, 0.01], [0.13, 0.00, 0.00], [-0.02, 0.03, -0.03], [-0.01, -0.01, -0.04], [0.02, -0.02, -0.01], [0.04, -0.02, 0.02], [0.01, 0.01, 0.04], [0.02, 0.02, 0.03], [0.00, -0.01, 0.04], [-0.04, -0.02, 0.02], [-0.02, -0.04, -0.03], [0.00, -0.01, -0.05], [-0.02, -0.01, 0.02], [-0.02, -0.02, -0.03], [-0.01, 0.02, -0.01], [0.01, 0.01, -0.01], [-0.07, 0.01, -0.02]],
  "lowdin_charge": [1.10, 0.02, -0.25, -0.03, -0.05, -0.04, -0.01, -0.12, -0.17, -0.02, -0.05, -0.07, -0.10, -0.13, 0.12, 0.10, 0.12, 0.12, 0.12, 0.12, 0.12, 0.12, 0.11, 0.09, 0.01, -0.09, 0.00, -0.14, -0.12, 0.04, 0.02, 0.02, -0.12, 0.04, 0.00, -0.06, 0.00, -0.13, 0.13, 0.10, 0.14, 0.13, 0.13, 0.14, 0.13, 0.11, -0.43, 0.85, -0.28, -0.07, -0.05, -0.05, -0.05, -0.07, -0.29, -0.09, -0.05, -0.05, -0.05, -0.07, -0.30, -0.07, -0.05, -0.05, -0.06, -0.10, 0.11, 0.12, 0.12, 0.12, 0.11, 0.10, 0.11, 0.12, 0.12, 0.12, 0.11, 0.12, 0.12, 0.11, 0.10]
}

=====

Record 3
{
  "formula": "C42H33N5O3RuS2Te",
  "method": "ωB97M-V/def2-TZVPD",
  "total_charge": 0,
  "de_lowest_kj_mol": 214.1,
  "symbols": ["Ru", "S", "N", "C", "C", "C", "C", "C", "N", "C", "C", "N", "C", "C", "C", "C", "C", "N", "H", "H", "H", "H", "H", "H", "O", "C", "O", "C", "C", "C", "C", "C", "C", "S", "H", "H", "H", "H", "C", "C", "C", "C", "C", "C", "Te", "N", "C", "O", "C", "C", "C", "C", "C", "C", "C", "C", "C", "C", "C", "C", "C", "C", "C", "C", "H", "H", "H", "H", "H", "H", "H", "H", "H", "H", "H", "H", "H", "H", "H", "H", "H", "H", "H", "H", "H", "H", "H"],
  "xyz": [[-2.369, 0.340, -0.085], [-5.313, -4.205, 5.008], [-4.322, -2.918, 5.176], [-3.964, -2.494, 3.974], [-3.157, -1.343, 3.693], [-2.617, -0.484, 4.632], [-1.912, 0.641, 4.199], [-1.827, 0.915, 2.842], [-2.334, 0.120, 1.914], [-2.949, -1.050, 2.307], [-3.384, -1.905, 1.291], [-3.007, -1.582, 0.009], [-3.485, -2.295, -1.000], [-4.364, -3.350, -0.823], [-4.751, -3.717, 0.464], [-4.240, -3.022, 1.545], [-4.533, -3.289, 2.920], [-5.307, -4.261, 3.376], [-2.767, -0.679, 5.681], [-1.471, 1.325, 4.903], [-1.353, 1.824, 2.488], [-3.164, -2.011, -1.996], [-4.749, -3.857, -1.691], [-5.450, -4.521, 0.622], [-3.212, -0.093, -3.988], [-3.002, 0.537, -2.969], [-2.169, 0.196, -2.060], [-3.734, 1.846, -2.742], [-3.725, 2.784, -3.765], [-4.496, 3.930, -3.681], [-5.321, 4.124, -2.582], [-5.332, 3.205, -1.553], [-4.514, 2.075, -1.601], [-4.643, 0.931, -0.277], [-3.122, 2.592, -4.638], [-4.479, 4.656, -4.480], [-5.965, 4.990, -2.539], [-5.976, 3.334, -0.696], [7.432, -3.046, -1.821], [6.087, -2.479, -1.484], [5.152, -3.205, -0.762], [3.890, -2.699, -0.482], [2.925, -3.526, 0.314], [3.553, -1.426, -0.939], [1.404, -0.786, -0.624], [-0.256, 0.589, -0.163], [-0.507, 1.812, -0.493], [-1.655, 2.263, -0.130], [0.358, 2.732, -1.257], [1.028, 2.307, -2.396], [1.765, 3.212, -3.140], [1.819, 4.543, -2.760], [1.125, 4.975, -1.639], [0.387, 4.075, -0.894], [1.728, -0.530, 1.479], [1.010, -1.343, 2.343], [1.158, -1.213, 3.713], [2.030, -0.266, 4.219], [2.720, 0.569, 3.360], [2.571, 0.460, 1.983], [3.298, 1.396, 1.070], [4.480, -0.677, -1.655], [4.176, 0.694, -2.183], [5.740, -1.208, -1.910], [7.518, -4.077, -1.488], [8.224, -2.465, -1.351], [7.584, -3.007, -2.899], [5.407, -4.193, -0.405], [3.314, -4.531, 0.465], [1.962, -3.599, -0.199], [2.758, -3.067, 1.290], [0.932, 1.278, -2.720], [2.298, 2.884, -4.020], [2.381, 5.251, -3.352], [1.157, 6.016, -1.353], [-0.176, 4.399, -0.033], [0.326, -2.080, 1.941], [0.604, -1.856, 4.379], [2.171, -0.170, 5.284], [3.387, 1.321, 3.761], [3.619, 2.294, 1.595], [2.640, 1.686, 0.247], [4.179, 0.900, 0.659], [3.177, 1.008, -1.879], [4.229, 0.693, -3.272], [4.904, 1.418, -1.816], [6.462, -0.615, -2.457]],
  "forces_ev_per_a": [[0.97, -1.19, -0.85], [0.78, 0.97, -1.12], [-0.07, -0.04, 0.27], [-0.71, -0.98, 0.34], [0.41, 0.48, -1.64], [0.44, 0.79, 0.01], [-0.54, -0.75, 0.19], [0.20, 0.37, 0.08], [-0.81, -1.31, 0.38], [0.89, 1.73, 2.46], [-1.10, -1.99, -2.07], [-0.83, -0.13, 1.40], [0.20, -0.27, -0.46], [-0.12, -0.18, 0.80], [0.13, 0.01, -0.85], [0.95, 1.31, -0.47], [-0.27, -0.28, 1.18], [-0.10, -0.25, 0.06], [0.02, -0.05, 0.13], [0.05, 0.07, 0.09], [-0.04, -0.11, -0.10], [0.01, 0.23, 0.07], [-0.06, -0.12, -0.11], [-0.08, -0.16, 0.08], [0.06, -0.17, -0.26], [-0.55, 0.83, -0.26], [0.48, -0.52, -0.15], [-0.23, -0.22, -0.01], [-0.01, -0.03, 0.05], [-0.04, 0.05, 0.06], [-0.01, 0.11, -0.13], [0.18, -0.14, 0.03], [-0.21, 0.19, -0.37], [1.13, -0.01, 0.82], [0.03, -0.05, -0.10], [0.01, 0.05, -0.06], [-0.04, 0.10, 0.04], [-0.04, 0.09, 0.08], [-0.01, 0.04, 0.02], [-0.05, 0.08, 0.01], [-0.01, 0.02, 0.00], [-0.06, -0.06, 0.06], [0.00, -0.10, 0.00], [-0.60, 0.34, 0.02], [0.81, -0.72, 0.46], [-1.79, -0.30, 1.07], [0.08, 1.65, -0.14], [0.25, 0.61, -0.29], [0.12, 0.08, -0.28], [-0.04, -0.03, -0.01], [0.07, 0.09, -0.07], [0.04, 0.01, -0.07], [0.03, 0.06, 0.05], [0.07, -0.07, 0.03], [-0.15, -0.13, -0.39], [-0.08, -0.06, -0.11], [-0.02, -0.04, 0.09], [-0.03, -0.02, 0.09], [-0.02, -0.02, -0.02], [0.05, 0.04, -0.18], [0.01, 0.02, -0.01], [0.01, 0.20, -0.07], [-0.14, -0.05, 0.03], [-0.10, -0.14, 0.14], [0.05, -0.08, -0.01], [0.09, 0.01, 0.01], [0.12, -0.07, -0.05], [0.03, -0.15, 0.02], [-0.01, -0.04, 0.03], [0.03, -0.07, 0.13], [-0.07, -0.10, 0.01], [0.01, 0.04, 0.00], [-0.02, -0.05, -0.09], [0.06, 0.02, -0.01], [-0.01, 0.06, 0.02], [-0.09, 0.04, 0.09], [0.00, -0.08, -0.01], [-0.09, -0.09, 0.09], [-0.01, 0.00, 0.16], [0.03, 0.07, 0.00], [0.00, 0.00, 0.01], [0.17, 0.11, -0.01], [0.02, 0.07, -0.12], [0.21, 0.12, -0.12], [-0.05, 0.09, -0.08], [-0.04, 0.08, 0.00], [0.05, 0.08, -0.11]],
  "lowdin_charge": [1.11, 1.02, -0.22, -0.29, -0.08, 0.01, -0.02, -0.09, -0.04, -0.13, -0.14, -0.05, -0.09, 0.00, 0.02, -0.08, -0.29, -0.22, 0.12, 0.11, 0.12, 0.12, 0.11, 0.12, 0.07, -0.63, -0.20, -0.16, -0.03, -0.08, -0.09, -0.13, -0.60, 0.70, 0.12, 0.10, 0.10, 0.09, -0.05, -0.27, -0.01, -0.31, -0.09, -0.31, 1.64, -0.23, -0.61, -0.14, -0.17, -0.07, -0.08, -0.08, -0.07, -0.01, -0.40, -0.16, -0.10, -0.08, -0.04, -0.29, -0.05, -0.31, -0.08, -0.02, 0.07, 0.08, 0.08, 0.11, 0.08, 0.05, 0.07, 0.09, 0.11, 0.10, 0.10, 0.12, 0.10, 0.10, 0.10, 0.11, 0.09, 0.05, 0.08, 0.00, 0.09, 0.09, 0.12]
}

=====

Number 1 is which compound?
C42H33N3O3S3V